{"formula": "C30H28N2NaO3", "method": "ωB97M-V/def2-TZVPD", "elements": ["C", "O", "C", "C", "C", "C", "C", "O", "C", "C", "N", "C", "C", "C", "C", "C", "C", "C", "C", "C", "C", "O", "N", "C", "C", "C", "H", "H", "H", "H", "H", "H", "H", "H", "H", "H", "H", "H", "H", "H", "H", "H", "H", "H", "H", "H", "H", "C", "Na", "C", "C", "C", "C", "C", "C", "C", "C", "H", "H", "H", "H", "H", "H", "H"], "coordinates": [[1.463, 2.089, 3.126], [1.925, 0.831, 2.591], [2.937, 0.826, 1.686], [3.798, 1.912, 1.421], [4.773, 1.784, 0.434], [4.933, 0.601, -0.283], [4.089, -0.491, 0.016], [4.197, -1.734, -0.517], [5.351, -2.059, -1.324], [3.068, -0.357, 0.957], [2.241, -1.507, 1.236], [0.874, -1.586, 1.190], [0.003, -0.549, 0.709], [-1.433, -0.769, 0.641], [-2.339, 0.167, 1.038], [-3.763, -0.110, 1.175], [-4.564, 0.655, 2.063], [-5.903, 0.336, 2.274], [-6.491, -0.741, 1.590], [-5.715, -1.503, 0.708], [-4.367, -1.199, 0.502], [0.510, 0.557, 0.338], [0.549, -2.825, 1.647], [-0.776, -3.390, 1.803], [1.701, -3.517, 1.966], [2.748, -2.706, 1.724], [0.680, 1.818, 3.838], [2.275, 2.625, 3.639], [1.041, 2.728, 2.333], [3.687, 2.836, 1.990], [5.430, 2.627, 0.225], [5.715, 0.492, -1.038], [5.225, -3.122, -1.527], [5.349, -1.482, -2.262], [6.292, -1.882, -0.777], [-1.739, -1.734, 0.229], [-1.982, 1.112, 1.471], [-4.099, 1.473, 2.614], [-6.502, 0.927, 2.969], [-7.546, -0.982, 1.743], [-6.160, -2.341, 0.171], [-3.771, -1.820, -0.171], [-0.697, -4.281, 2.427], [-1.451, -2.682, 2.289], [-1.196, -3.697, 0.839], [1.670, -4.523, 2.345], [3.803, -2.866, 1.848], [-2.780, 2.652, -3.603], [-0.142, 2.284, -0.720], [-3.388, 1.748, -2.696], [-2.429, 0.777, -2.313], [-1.197, 1.077, -2.971], [-1.400, 2.291, -3.752], [-0.289, 2.916, -4.331], [0.983, 2.388, -4.102], [1.176, 1.207, -3.359], [0.083, 0.511, -2.842], [-3.233, 3.500, -4.110], [-4.423, 1.781, -2.354], [-2.560, -0.113, -1.706], [-0.442, 3.822, -4.923], [1.854, 2.889, -4.532], [2.180, 0.804, -3.221], [0.174, -0.472, -2.368]], "mulliken_charge": [-0.871, -0.406, 0.747, -0.807, -1.012, -0.674, 0.467, -0.310, -0.988, 0.483, 0.635, -0.587, 0.702, -0.060, -0.427, 0.786, -0.534, -0.440, -0.425, -0.707, -0.288, -0.848, 0.152, -0.981, -1.035, -0.386, 0.245, 0.350, 0.235, 0.271, 0.357, 0.377, 0.264, 0.323, 0.393, 0.462, 0.137, 0.310, 0.330, 0.339, 0.340, 0.261, 0.343, 0.388, 0.284, 0.397, 0.470, -1.172, 0.808, -0.681, -0.536, 0.015, 0.715, -0.576, -0.509, -0.374, -0.340, 0.408, 0.455, 0.579, 0.339, 0.337, 0.376, 0.096], "charge": -1, "lumo_ev": 1.9, "e_homo_ha": -0.059, "homo_lumo_gap_ev": 3.5}

***

{"formula": "C30H29BrN11O2PW", "method": "ωB97M-V/def2-TZVPD", "elements": ["W", "O", "C", "C", "C", "C", "C", "C", "C", "O", "N", "N", "C", "C", "Br", "C", "C", "C", "C", "C", "C", "C", "H", "H", "H", "H", "H", "H", "H", "H", "H", "H", "H", "H", "H", "H", "C", "N", "C", "C", "N", "C", "P", "C", "N", "C", "C", "N", "C", "C", "N", "C", "C", "N", "C", "H", "H", "H", "H", "H", "H", "H", "H", "H", "H", "H", "H", "H", "H", "H", "N", "C", "N", "C", "N"], "coordinates": [[0.183, 0.166, 0.546], [-3.187, 1.569, -2.399], [-2.232, 2.000, -3.276], [-2.591, 2.173, -4.604], [-1.648, 2.610, -5.518], [-0.341, 2.863, -5.121], [0.014, 2.696, -3.795], [-0.929, 2.281, -2.857], [-0.623, 2.192, -1.393], [-0.888, 0.868, -0.865], [0.784, 2.431, -1.093], [1.048, 1.767, 0.082], [2.178, 1.066, 0.485], [3.020, 1.564, 1.606], [4.386, 0.338, 2.057], [2.981, 2.782, 2.140], [1.976, 3.801, 1.721], [2.257, 4.683, 0.678], [1.294, 5.593, 0.256], [0.054, 5.643, 0.884], [-0.213, 4.799, 1.955], [0.747, 3.886, 2.371], [-2.753, 1.100, -1.677], [-3.610, 1.958, -4.900], [-1.935, 2.748, -6.552], [0.393, 3.198, -5.841], [1.029, 2.908, -3.481], [-1.278, 2.850, -0.805], [1.044, 3.417, -1.029], [2.781, 0.647, -0.322], [3.740, 3.069, 2.859], [3.228, 4.657, 0.197], [1.520, 6.279, -0.550], [-0.687, 6.364, 0.566], [-1.157, 4.876, 2.483], [0.556, 3.242, 3.220], [-2.568, -4.846, 0.646], [-2.353, -3.398, 0.580], [-3.340, -2.455, 0.504], [-2.723, -1.242, 0.468], [-1.369, -1.442, 0.526], [-1.168, -2.757, 0.593], [0.469, -3.556, 0.652], [1.181, -2.570, -0.715], [1.073, -1.245, -0.833], [1.598, -0.895, -2.055], [2.044, -2.025, -2.663], [1.776, -3.066, -1.811], [2.055, -4.476, -2.101], [1.119, -2.542, 2.018], [1.063, -1.211, 2.072], [1.540, -0.838, 3.298], [1.891, -1.959, 3.987], [1.623, -3.022, 3.170], [1.866, -4.428, 3.504], [-3.633, -5.034, 0.547], [-2.045, -5.341, -0.168], [-2.226, -5.234, 1.602], [-4.383, -2.721, 0.482], [-3.159, -0.260, 0.414], [1.606, 0.125, -2.408], [2.515, -2.179, -3.618], [2.846, -4.522, -2.844], [2.389, -4.980, -1.199], [1.163, -4.961, -2.492], [1.609, 0.193, 3.599], [2.309, -2.087, 4.970], [2.247, -4.474, 4.519], [0.940, -4.995, 3.448], [2.606, -4.851, 2.829], [-0.785, 0.867, 2.090], [-1.616, 1.284, 2.845], [-2.470, 1.630, 3.641], [-2.832, 2.849, 4.038], [-3.163, 3.897, 4.378]], "mulliken_charge": [0.957, -0.717, 0.590, -0.757, -0.384, -0.989, -0.453, 0.112, 0.480, -0.345, -0.374, 0.794, -0.482, -0.600, -0.096, -1.011, 0.441, -0.567, -0.440, -0.626, -0.841, 0.130, 0.318, 0.477, 0.415, 0.442, 0.442, 0.245, 0.233, 0.670, 0.523, 0.436, 0.477, 0.478, 0.460, 0.752, -0.785, 0.141, -0.549, -0.733, 0.420, -0.082, -0.314, -0.162, 0.432, -0.742, -0.571, 0.112, -0.826, -0.167, 0.331, -0.855, -0.528, 0.119, -0.798, 0.326, 0.337, 0.322, 0.463, 0.540, 0.445, 0.508, 0.335, 0.374, 0.322, 0.603, 0.489, 0.334, 0.324, 0.335, 0.039, 0.920, -0.609, 0.358, -0.398], "charge": 2, "lumo_ev": [-7.2, -7.2], "e_homo_ha": [-0.481, -0.481], "homo_lumo_gap_ev": [5.9, 5.9], "de_lowest_kcal_mol": 0.0}

***

no.,molecular weight (g mol⁻¹)
1,487.6
2,870.4